(1)
DFT (wB97M-V/def2-TZVPD) results for C21H41N3O8S as an isolated structure in a non-equilibrium geometry.

XYZ file:
```
74
Properties=species:S:1:pos:R:3:lowdin_charge:R:1
C -1.743 -3.568 2.898 -0.047
C -0.739 -3.304 1.742 -0.406
O 0.557 -3.115 2.285 -0.036
C -1.179 -2.201 0.743 -0.089
C -0.763 -0.788 1.128 -0.109
C -1.502 0.045 1.937 -0.179
N -2.721 -0.445 2.470 0.119
C -1.080 1.423 2.247 -0.256
O -1.924 2.174 3.049 0.026
C 0.060 1.985 1.780 0.044
C 0.883 1.159 0.932 -0.351
N 2.029 1.567 0.360 -0.205
S 2.501 0.265 -0.497 0.989
N 1.338 -0.809 -0.209 -0.237
C 0.456 -0.214 0.621 -0.290
H -1.853 -4.659 3.027 0.079
H -2.753 -3.196 2.644 0.070
H -1.409 -3.150 3.862 0.086
H -0.708 -4.254 1.164 0.137
H 1.200 -2.927 1.587 0.087
H -0.701 -2.416 -0.231 0.103
H -2.267 -2.206 0.544 0.116
H -3.186 0.249 3.045 0.079
H -2.553 -1.246 3.071 0.066
H -2.793 2.256 2.632 0.102
H 0.333 3.018 2.009 0.138
C -4.219 -5.548 -3.828 -0.111
O -4.413 -4.185 -4.166 -0.191
C -4.746 -3.379 -3.045 -0.203
C -3.539 -2.629 -2.513 -0.202
O -2.556 -3.514 -1.992 -0.212
C -1.501 -3.758 -2.909 -0.107
H -3.692 -6.028 -4.652 0.089
H -3.628 -5.667 -2.918 0.083
H -5.189 -6.040 -3.700 0.088
H -5.206 -3.984 -2.258 0.126
H -5.488 -2.650 -3.385 0.125
H -3.864 -1.989 -1.685 0.122
H -3.109 -1.983 -3.285 0.129
H -0.805 -2.911 -2.909 0.087
H -1.868 -3.927 -3.923 0.085
H -0.968 -4.650 -2.578 0.091
C -2.519 3.208 -0.454 -0.105
O -1.332 3.981 -0.431 -0.192
C -0.470 3.691 -1.525 -0.201
C -0.607 4.716 -2.635 -0.200
O -1.899 4.684 -3.227 -0.191
C -2.757 5.697 -2.728 -0.113
H -3.240 3.678 0.217 0.092
H -2.956 3.153 -1.453 0.088
H -2.310 2.194 -0.091 0.078
H -0.653 2.680 -1.903 0.130
H 0.554 3.724 -1.142 0.118
H 0.111 4.473 -3.424 0.126
H -0.373 5.720 -2.269 0.127
H -2.516 6.656 -3.201 0.088
H -2.686 5.799 -1.643 0.083
H -3.781 5.427 -2.987 0.089
C 4.851 -0.024 2.267 -0.118
O 5.389 0.677 1.156 -0.229
C 5.595 2.057 1.428 -0.208
C 7.044 2.352 1.769 -0.203
O 7.440 1.723 2.980 -0.191
C 8.152 0.516 2.767 -0.113
H 4.995 -1.091 2.096 0.092
H 5.340 0.248 3.205 0.087
H 3.777 0.176 2.344 0.072
H 4.930 2.397 2.227 0.128
H 5.332 2.605 0.518 0.123
H 7.155 3.430 1.918 0.125
H 7.706 2.059 0.947 0.126
H 9.189 0.738 2.492 0.088
H 7.694 -0.099 1.989 0.083
H 8.150 -0.045 3.701 0.089
```

## Properties
Orbital gap: 8.14 eV
Total charge: 0

---

(2)
DFT (wB97M-V/def2-TZVPD) results for C8H15Cl6MgO2 as an isolated structure in a non-equilibrium geometry.

XYZ file:
```
32
Properties=species:S:1:pos:R:3:lowdin_charge:R:1
Mg -1.064 -3.074 4.138 1.452
C -1.364 0.550 0.552 0.053
C -1.253 -0.649 1.506 -0.744
O -0.191 -0.996 2.011 -0.006
O -2.194 -1.331 1.859 -0.036
H -2.272 0.347 -0.015 0.093
H -0.516 0.675 -0.122 0.091
H -1.433 1.510 1.064 0.098
Cl 3.573 2.956 1.372 0.511
C 5.013 2.034 1.933 -0.651
C 4.933 0.511 1.655 -0.682
Cl 6.314 -0.359 2.298 0.571
H 5.257 2.229 2.977 0.067
H 5.822 2.560 1.426 0.061
H 4.862 0.339 0.581 0.068
H 4.082 0.108 2.204 0.055
Cl 5.624 2.329 -3.638 0.566
C 3.954 2.813 -3.803 -0.711
C 3.033 1.650 -3.814 -0.678
Cl 3.331 0.559 -5.205 0.538
H 3.873 3.385 -4.727 0.074
H 3.758 3.493 -2.974 0.073
H 1.996 1.984 -3.778 0.076
H 3.122 1.067 -2.898 0.063
Cl -8.023 -1.373 -0.129 0.578
C -6.899 -2.448 0.656 -0.724
C -7.512 -3.773 0.934 -0.671
Cl -7.963 -4.617 -0.574 0.541
H -6.643 -1.949 1.591 0.068
H -6.036 -2.470 -0.009 0.068
H -8.432 -3.667 1.509 0.072
H -6.755 -4.391 1.419 0.068
```

## Properties
Orbital gap: 3.18 eV
Relative energy (zero: lowest compared OMol25 entry of this formula, charge and spin): 140.63 kcal per mole
Total charge: +1

---

(3)
DFT (wB97M-V/def2-TZVPD) results for a single C4H7N2OP molecule in a non-equilibrium geometry.

XYZ file:
```
15
Properties=species:S:1:pos:R:3:lowdin_charge:R:1
C 0.983 0.754 -0.555 -0.161
C -0.240 1.267 -0.399 -0.103
C 0.497 -1.651 0.220 -0.206
C 1.235 -0.729 -0.741 -0.204
N -0.665 -1.323 0.589 -0.036
N -2.654 0.568 0.822 -0.076
O -2.073 -0.475 -1.492 -0.303
P -1.523 -0.080 -0.207 0.457
H 1.931 1.236 -0.788 0.099
H -0.447 2.274 -0.351 0.042
H 1.069 -2.473 0.471 0.081
H 0.790 -1.071 -1.794 0.167
H 2.323 -1.119 -0.798 0.126
H -2.375 0.895 1.755 0.066
H -3.407 -0.054 1.072 0.050
```

## Properties
Orbital gap: 10.01 eV
Relative energy (zero: lowest compared OMol25 entry of this formula, charge and spin): 4.77 kcal per mole
Total charge: 0

---

(4)
DFT (wB97M-V/def2-TZVPD) results for a 5-piece molecular cluster, C23H38FN7O4 overall in a non-equilibrium geometry.

XYZ file:
```
73
Properties=species:S:1:pos:R:3:lowdin_charge:R:1
C 5.254 -1.030 -1.321 -0.072
C 3.750 -0.938 -2.036 -0.268
C 3.032 -2.408 -2.347 -0.080
N 3.135 0.283 -2.341 0.043
C 1.644 0.132 -1.975 -0.156
C 1.198 0.182 -0.389 0.012
C -0.396 -0.007 -0.053 0.019
C -1.583 -0.280 -1.191 -0.151
N -2.980 -0.470 -0.671 0.035
C -3.909 -0.752 -1.818 -0.078
C -3.491 -0.794 -3.389 -0.081
N -2.088 -0.591 -3.888 0.038
C -1.138 -0.331 -2.754 -0.099
C 0.476 -0.117 -3.117 0.000
F 0.964 -0.143 -4.546 -0.108
H 5.054 -1.457 -0.227 0.102
H 5.806 0.004 -1.281 0.070
H 5.956 -1.830 -1.860 0.093
H 2.099 -2.607 -1.634 0.091
H 2.703 -2.467 -3.493 0.102
H 3.807 -3.275 -2.100 0.081
H 2.032 0.340 0.426 0.109
H -0.728 0.032 1.092 0.081
H -5.049 -0.962 -1.552 0.108
H -4.339 -1.045 -4.183 0.111
C 9.860 2.448 -1.407 -0.015
C 8.823 1.491 -1.926 -0.548
O 8.598 0.412 -1.382 0.010
N 8.121 1.853 -3.039 0.000
C 8.240 3.068 -3.811 -0.082
H 10.337 2.025 -0.518 0.086
H 10.630 2.614 -2.166 0.085
H 9.390 3.395 -1.129 0.086
H 7.440 1.161 -3.330 0.140
H 7.270 3.569 -3.807 0.086
H 8.500 2.794 -4.836 0.084
H 8.999 3.743 -3.412 0.076
C -3.538 5.309 -5.467 -0.018
C -4.108 4.038 -4.902 -0.550
O -5.184 4.011 -4.308 0.013
N -3.392 2.888 -5.067 0.002
C -2.120 2.719 -5.730 -0.082
H -4.217 6.140 -5.259 0.084
H -2.573 5.526 -4.999 0.085
H -3.423 5.219 -6.551 0.084
H -3.838 2.073 -4.661 0.124
H -2.255 2.004 -6.545 0.084
H -1.412 2.309 -5.005 0.074
H -1.730 3.656 -6.129 0.075
C -1.193 -0.857 5.750 -0.007
C -1.424 -0.295 4.375 -0.540
O -0.500 -0.069 3.597 -0.002
N -2.710 -0.035 4.000 0.007
C -3.918 -0.231 4.767 -0.084
H -0.122 -1.012 5.907 0.084
H -1.555 -0.155 6.507 0.091
H -1.700 -1.820 5.851 0.079
H -2.789 0.342 3.062 0.136
H -4.563 -0.918 4.213 0.082
H -4.419 0.735 4.864 0.088
H -3.721 -0.640 5.759 0.033
C -6.077 -3.358 6.026 -0.005
C -4.876 -3.010 6.860 -0.516
O -4.437 -1.864 6.930 -0.008
N -4.269 -4.016 7.554 0.005
C -4.633 -5.413 7.599 -0.080
H -6.454 -2.457 5.532 0.085
H -5.801 -4.084 5.256 0.090
H -6.871 -3.760 6.662 0.088
H -3.467 -3.708 8.093 0.145
H -4.842 -5.676 8.639 0.085
H -3.780 -5.997 7.244 0.085
H -5.506 -5.637 6.986 0.077
```

## Properties
Orbital gap: 6.88 eV
Total charge: 0

---

Question: What is the formula in the second record?
Answer: C8H15Cl6MgO2